1.
C3H13N2 | ωB97M-V/def2-TZVPD

Output
Lowest unoccupied orbital energy (eV): -3.31
Highest occupied orbital energy (hartree): -0.53734
E_tot (eV): -6293.732

```
! wB97M-V def2-TZVPD RIJCOSX def2/J DEFGRID3
* xyz 1 1
C 0.673 1.943 1.458
N 0.578 1.563 -0.086
H 1.660 2.003 2.016
H 0.178 2.880 1.499
H 0.178 1.110 1.896
H 0.310 -0.290 0.378
H 1.441 1.528 -0.404
H 0.218 2.532 -0.457
C -1.163 -0.848 -1.503
C -0.070 -1.866 -0.735
N 0.083 -1.239 0.623
H -0.825 0.186 -1.934
H -1.428 -1.459 -2.341
H -2.066 -0.712 -0.760
H -0.515 -2.931 -0.641
H 0.811 -1.803 -1.315
H -0.896 -1.130 1.045
H 0.834 -1.467 1.261
*
```

Electronic structure analysis, Mulliken charges in units of e:
1. C -0.7152
2. N -0.7156
3. H 0.2594
4. H 0.3481
5. H 0.2469
6. H 0.0994
7. H 0.1761
8. H 0.3208
9. C -0.8808
10. C -0.4316
11. N -0.1353
12. H 0.2769
13. H 0.3556
14. H 0.2883
15. H 0.3427
16. H 0.3406
17. H 0.4268
18. H 0.3969

2.
C5H7N | ωB97M-V/def2-TZVPD

Output
Lowest unoccupied orbital energy (eV): 0.33
Highest occupied orbital energy (hartree): -0.26784
E_tot (eV): -6785.013
SMILES string: CN1C=C=CC1

```
! wB97M-V def2-TZVPD RIJCOSX def2/J DEFGRID3
* xyz 0 1
C 0.494 -1.572 -0.622
N 0.070 -0.353 0.039
C -0.367 -0.215 1.290
C -0.712 1.113 1.727
C -0.356 1.815 0.602
C 0.013 0.952 -0.575
H 1.358 -1.373 -1.263
H -0.309 -1.996 -1.233
H 0.792 -2.304 0.133
H -0.446 -1.134 1.876
H -0.492 2.882 0.418
H 0.867 1.159 -1.229
H -0.911 1.026 -1.161
*
```

Electronic structure analysis, Mulliken charges in units of e:
1. C -0.8154
2. N 0.1416
3. C 0.0124
4. C -0.6827
5. C -0.3692
6. C -0.4786
7. H 0.2970
8. H 0.2880
9. H 0.3052
10. H 0.3351
11. H 0.3445
12. H 0.3706
13. H 0.2514

3.
C18H22N3O9P2S3Tc | ωB97M-V/def2-TZVPD

Output
Lowest unoccupied orbital energy (alpha / beta) (eV): -4.84 / -5.16
Highest occupied orbital energy (alpha / beta) (hartree): -0.40863 / -0.40871
E_tot (eV): -95205.055

```
! wB97M-V def2-TZVPD RIJCOSX def2/J DEFGRID3
* xyz 1 4
Tc -0.436 -1.008 0.898
O -3.392 1.806 1.515
C -2.760 0.839 1.228
N -1.364 0.661 1.432
C -0.587 1.740 1.908
O -0.959 2.860 2.078
C 0.827 1.339 2.169
C 1.698 2.187 2.798
C 2.998 1.756 3.010
C 3.368 0.493 2.573
C 2.440 -0.307 1.941
N 1.175 0.116 1.740
C -3.369 -0.372 0.622
C -4.708 -0.424 0.350
C -5.224 -1.592 -0.186
C -4.370 -2.657 -0.410
C -3.029 -2.531 -0.119
N -2.522 -1.388 0.387
H 1.337 3.159 3.107
H 3.713 2.398 3.507
H 4.373 0.117 2.716
H 2.694 -1.281 1.563
H -5.313 0.445 0.570
H -6.279 -1.672 -0.415
H -4.728 -3.596 -0.809
H -2.357 -3.353 -0.290
C 3.072 2.479 -1.330
C 3.172 1.194 -2.160
S 1.981 -0.098 -1.713
C 0.815 -0.087 -3.108
C -0.076 1.132 -3.212
S -1.037 1.342 -1.697
C -0.856 3.117 -1.362
C 0.476 3.586 -0.769
S 1.882 3.720 -1.921
H 4.037 2.988 -1.341
H 2.836 2.244 -0.289
H 4.157 0.748 -2.016
H 3.060 1.407 -3.223
H 0.212 -0.978 -2.949
H 1.386 -0.227 -4.026
H -0.766 1.021 -4.049
H 0.510 2.030 -3.360
H -1.651 3.328 -0.645
H -1.089 3.654 -2.281
H 0.784 2.933 0.039
H 0.332 4.584 -0.356
O 1.297 -4.014 -1.542
P 0.489 -3.153 -0.527
O -0.419 -2.178 -1.216
O 1.297 -2.352 0.503
O -0.342 -4.188 0.374
P -0.517 -3.971 2.010
O 0.912 -4.253 2.605
O -1.577 -4.809 2.525
O -0.767 -2.389 2.164
H 1.582 -4.890 -1.241
H 1.582 -3.656 2.229
*
```

Electronic structure analysis, Mulliken charges in units of e:
1. Tc 0.2205
2. O -0.5443
3. C -0.0843
4. N 0.3971
5. C 0.0130
6. O -0.5316
7. C 0.5719
8. C -0.5188
9. C -0.4770
10. C -1.0219
11. C -0.5959
12. N 0.4221
13. C 0.5711
14. C -0.7242
15. C -0.3607
16. C -1.0889
17. C -0.2180
18. N 0.5979
19. H 0.5487
20. H 0.4685
21. H 0.4762
22. H 0.7757
23. H 0.5613
24. H 0.4647
25. H 0.4607
26. H 0.4984
27. C -0.0121
28. C -1.0132
29. S 0.3009
30. C -0.8594
31. C -0.7873
32. S 0.2213
33. C -1.0495
34. C 0.5473
35. S -0.1560
36. H 0.4788
37. H -0.3538
38. H 0.4906
39. H 0.4211
40. H 0.2048
41. H 0.5848
42. H 0.5072
43. H 0.2836
44. H 0.4478
45. H 0.5861
46. H -0.9630
47. H 0.5168
48. O -0.4895
49. P 0.9424
50. O -0.4121
51. O -0.1292
52. O -0.4208
53. P 0.9627
54. O -0.5308
55. O -0.6494
56. O -0.2894
57. H 0.3644
58. H 0.3730

4.
C29H20AgN4 | ωB97M-V/def2-TZVPD

Output
Lowest unoccupied orbital energy (eV): 2.98
Highest occupied orbital energy (hartree): -0.12230
E_tot (eV): -40358.397

```
! wB97M-V def2-TZVPD RIJCOSX def2/J DEFGRID3
* xyz -1 1
Ag -0.147 -0.504 0.293
C -1.464 2.533 3.272
C -0.607 1.907 2.359
N -0.982 1.532 1.158
C -2.252 1.763 0.753
C -3.168 2.472 1.574
C -2.740 2.824 2.872
C -4.447 2.811 1.081
C -4.770 2.451 -0.199
C -3.900 1.710 -1.010
C -2.645 1.271 -0.566
N -1.752 0.458 -1.168
C -1.761 -0.059 -2.413
C -2.758 -0.010 -3.399
C -2.664 -0.720 -4.603
C -1.583 -1.501 -4.908
C -0.502 -1.541 -3.999
C 0.663 -2.300 -4.243
C 1.709 -2.245 -3.362
C 1.595 -1.409 -2.245
N 0.513 -0.719 -1.967
C -0.555 -0.792 -2.794
H -1.110 2.783 4.264
H 0.429 1.703 2.616
H -3.439 3.323 3.535
H -5.141 3.354 1.712
H -5.738 2.725 -0.605
H -4.260 1.457 -1.990
H -3.659 0.553 -3.245
H -3.492 -0.655 -5.300
H -1.535 -2.074 -5.827
H 0.707 -2.918 -5.132
H 2.612 -2.821 -3.518
H 2.420 -1.295 -1.547
C 3.824 2.177 0.261
C 4.641 1.489 1.148
C 4.176 0.337 1.754
C 2.881 -0.130 1.472
N 2.117 0.554 0.614
C 2.561 1.656 0.033
C 2.291 -1.360 2.075
C 3.064 -2.103 2.979
C 2.575 -3.251 3.571
C 1.288 -3.668 3.257
C 0.526 -2.932 2.363
C 0.970 -1.758 1.730
H 4.159 3.081 -0.230
H 5.641 1.845 1.368
H 4.826 -0.184 2.440
H 1.867 2.141 -0.648
H 4.070 -1.792 3.236
H 3.190 -3.810 4.268
H 0.885 -4.568 3.712
H -0.475 -3.293 2.144
*
```

Electronic structure analysis, Mulliken charges in units of e:
1. Ag -0.4801
2. C -0.8755
3. C 0.0421
4. N -0.0842
5. C 0.0741
6. C 1.0804
7. C -0.6476
8. C -0.8773
9. C -1.0910
10. C -0.5393
11. C 0.6298
12. N 0.0552
13. C 0.6359
14. C -0.5535
15. C -1.0859
16. C -0.8748
17. C 1.0996
18. C -0.6469
19. C -0.8740
20. C 0.0374
21. N -0.0809
22. C 0.0576
23. H 0.3785
24. H 0.3125
25. H 0.3705
26. H 0.3253
27. H 0.3266
28. H 0.2597
29. H 0.2616
30. H 0.3290
31. H 0.3235
32. H 0.3693
33. H 0.3778
34. H 0.3082
35. C -0.8321
36. C -0.5037
37. C -0.6552
38. C 0.8503
39. N 0.5384
40. C -0.7272
41. C 0.9885
42. C -0.8191
43. C -0.6208
44. C -0.4827
45. C 0.3540
46. C -0.8989
47. H 0.3832
48. H 0.3966
49. H 0.3723
50. H 0.4323
51. H 0.1953
52. H 0.3693
53. H 0.3604
54. H 0.3558

Summary of energy relative to the best compared isomer or geometry (same formula, charge and spin) in eV
2.885; 3.500; 0.000; 0.429
(order as listed above)